# 1
127
Properties=species:S:1:pos:R:3:forces:R:3:mulliken_spin:R:1 method="wB97M-V/def2-TZVPD" e_tot_ev=-88774.3440 homo_lumo_gap_ev="8.59 / 2.47" s_squared=0.755 charge=+1 lumo_energy_ha="-0.0855 / -0.3104" spin_multiplicity=2 homo_ev="-10.9 / -10.9"
F 4.373 -1.168 3.937 0.566 -0.747 0.645 0.000
F 0.083 -2.092 1.929 -0.661 -0.235 0.455 0.000
F 4.546 0.099 2.208 -0.292 0.191 0.314 0.000
F 0.779 -3.209 3.622 -0.244 -0.184 0.100 0.000
F -1.302 -2.581 3.595 0.553 0.021 -0.377 0.000
F 2.835 -1.224 2.403 0.453 0.835 0.880 0.000
O -5.787 1.337 -1.042 -0.577 1.724 -0.123 0.532
O 5.165 -1.961 -6.047 -0.307 0.385 -0.080 0.000
O -0.276 -5.431 2.679 0.595 2.321 1.452 0.000
O -1.187 -0.171 5.729 0.272 0.333 0.292 0.000
O 3.475 1.349 4.824 -0.541 -2.065 -2.391 0.000
O -1.544 -4.427 1.117 3.491 1.992 4.183 0.000
O -2.304 3.723 2.920 0.662 -0.782 0.040 0.001
O 1.700 0.885 3.493 0.840 -0.807 -0.325 0.000
O -1.535 5.368 -1.718 -1.725 -0.603 -2.181 0.001
O -3.196 2.716 -1.842 -0.293 -0.640 0.599 0.105
O 4.132 -0.928 -3.372 -1.033 0.081 1.259 0.000
O -2.317 2.520 5.345 -0.264 1.394 -0.827 0.000
O 3.975 -1.586 -8.669 -0.545 -0.011 0.101 0.000
N 0.884 -4.085 -1.266 -3.242 1.930 -0.436 0.000
N -3.322 -1.414 1.617 0.341 2.582 1.691 0.000
N 4.757 -2.563 0.214 -2.147 1.508 -0.991 0.000
N -2.619 -0.734 -4.599 1.067 0.833 -0.268 0.001
N 0.197 0.753 -1.766 -0.102 0.032 0.965 0.000
C -4.543 0.794 -0.964 0.521 -0.169 1.576 0.066
C -1.309 -2.626 -1.481 0.962 0.229 -0.242 0.001
C -0.414 4.791 -1.135 0.373 -0.071 0.590 0.001
C -3.039 0.558 3.388 -0.125 -0.082 -0.745 0.000
C -0.123 -3.477 -1.374 2.868 -2.364 0.755 0.000
C 1.272 3.294 3.184 -0.399 -0.461 0.707 0.000
C 5.217 -2.218 -8.481 0.110 0.026 -0.388 0.000
C -0.279 -3.026 2.845 0.199 0.071 -0.741 0.000
C -1.990 4.719 -2.971 -0.332 0.810 2.233 -0.002
C -1.631 -0.194 -4.879 -0.756 -0.731 1.008 0.001
C -0.076 -0.923 6.262 -0.468 0.445 1.002 0.000
C -2.734 3.706 1.586 -0.104 -0.170 0.556 -0.010
C -1.920 0.572 6.734 0.416 0.571 -0.385 0.000
C 3.704 -0.431 3.107 -0.741 -0.006 -1.168 0.000
C -0.729 -4.309 2.107 -3.830 -4.117 -4.043 0.000
C 0.914 2.026 3.959 0.871 -0.356 -0.218 0.000
C -0.696 -6.755 2.346 0.322 -0.631 -0.404 0.000
C 2.634 -1.313 -0.746 0.298 0.008 0.201 0.000
C 5.320 -2.515 -4.759 1.662 1.192 0.631 0.000
C 2.813 -2.268 -8.201 0.159 0.790 0.352 0.000
C -0.370 0.455 -5.198 0.541 -0.010 -0.942 0.000
C 3.826 -1.987 -0.202 1.542 -1.689 0.617 0.000
C -2.408 3.953 5.284 -1.067 -0.338 -1.682 0.000
C 2.985 0.684 3.911 -1.265 2.966 2.106 0.000
C -0.194 0.777 0.836 0.163 -0.848 -0.035 -0.002
C -3.140 4.238 3.938 1.365 0.571 0.506 0.000
C 0.057 -7.740 3.230 0.164 0.603 0.198 0.000
C 5.438 -1.318 -3.789 -2.110 -0.283 -0.746 0.000
C -3.185 -0.536 2.386 -0.428 -1.772 -0.930 0.004
C -3.633 1.366 -2.040 0.905 1.994 -1.951 0.205
C 5.482 -2.813 -7.096 -0.343 -0.194 -1.427 0.000
C 0.080 0.769 -0.615 -0.472 0.669 -0.266 0.001
C -1.796 2.093 6.551 0.516 -0.464 0.625 0.000
C -5.989 2.648 -0.461 -0.958 -0.196 0.814 0.002
C 3.247 -0.257 -4.261 1.444 0.041 -0.123 0.000
C -2.363 3.256 -2.918 0.665 -1.490 -0.130 -0.002
H 2.577 -3.230 -8.655 0.384 -0.106 -0.312 0.000
H -3.140 5.315 3.772 -0.589 0.287 0.279 0.000
H -6.846 3.182 -0.870 0.181 -0.527 -0.735 0.010
H 0.675 -1.270 5.552 -0.644 0.218 -0.613 0.000
H -0.198 -8.752 2.914 0.240 0.028 -0.065 0.000
H 2.367 0.110 -3.732 0.034 -0.423 0.331 0.000
H -2.856 3.056 -3.870 -0.063 -0.150 -0.152 0.002
H -3.247 4.632 1.326 0.100 0.109 -0.360 0.000
H 0.513 4.893 -1.698 0.008 0.054 -0.409 0.000
H 0.449 -0.248 -5.352 -0.273 -0.447 0.127 0.000
H -0.470 -1.773 6.818 0.081 -0.206 -0.051 0.000
H -0.745 2.371 6.630 0.378 0.019 0.002 0.000
H 6.297 -2.989 -4.663 0.168 -0.542 -0.360 0.000
H 1.789 -1.368 -0.061 0.263 -0.012 0.312 0.000
H -3.577 0.393 4.321 0.107 -0.435 -0.205 0.000
H -4.558 -0.293 -1.050 -0.366 0.127 -0.235 -0.005
H -0.199 -7.648 4.286 -0.311 0.100 -0.039 0.000
H 2.983 -0.888 -5.110 -0.170 -0.007 -0.097 0.000
H -2.966 4.414 6.098 -0.475 -0.466 0.291 0.000
H -0.403 -6.888 1.305 -0.431 -0.223 -0.076 0.000
H 2.325 3.574 3.157 -0.008 -0.231 0.444 0.000
H -5.178 3.343 -0.244 0.862 -0.633 -0.845 0.013
H 2.279 -1.782 -1.664 0.459 0.079 -0.041 0.000
H 0.949 3.227 2.145 -0.259 0.132 0.104 0.000
H -1.222 -2.231 -2.493 -0.609 0.206 -0.057 0.000
H 0.987 2.121 5.042 0.534 0.124 -0.063 0.000
H -1.434 2.687 -2.898 -0.025 -0.411 0.100 0.006
H -1.542 0.387 7.740 0.028 -0.352 0.034 0.000
H 5.961 -1.577 -2.869 0.056 0.042 -0.162 0.000
H 5.337 -3.004 -9.226 -0.220 -0.797 0.149 0.000
H 1.127 -7.540 3.190 0.038 -0.321 -0.299 0.000
H -4.151 3.831 3.956 -0.070 -0.196 -0.157 0.000
H -1.869 3.487 0.960 0.037 0.554 -0.006 0.000
H -0.508 0.908 -6.180 0.098 0.392 0.078 0.000
H 5.996 -1.551 -8.850 -0.151 0.699 0.640 0.000
H -2.901 5.206 -3.319 0.420 0.828 0.240 0.001
H -0.576 3.734 -0.924 0.095 -0.235 0.149 -0.001
H -2.819 0.641 -2.007 0.447 -0.039 0.016 -0.025
H -1.109 -1.814 -0.782 -0.381 0.114 0.057 -0.001
H 2.842 -2.385 -7.118 0.165 -0.209 0.166 0.000
H 6.541 -3.071 -7.136 0.196 -0.342 0.438 0.000
H 2.929 -0.277 -0.914 -0.276 0.007 -0.204 0.000
H -2.271 -3.093 -1.270 0.350 -0.179 -0.033 -0.001
H -1.470 4.507 5.313 0.587 -0.540 -0.277 0.000
H -2.320 2.676 7.309 -0.081 -0.517 0.767 0.000
H 3.769 0.629 -4.623 -0.033 0.208 -0.435 0.000
H 1.985 -1.585 -8.391 0.000 -0.058 -0.225 0.000
H 5.855 -0.457 -4.312 0.643 -0.173 -0.062 0.000
H -3.387 2.850 1.410 -0.607 -0.137 -0.020 0.008
H -6.336 2.402 0.543 -0.149 -0.350 0.470 0.061
H 0.658 0.352 1.367 0.103 0.075 0.004 0.000
H -1.995 0.764 3.621 -0.150 -0.279 -0.020 0.000
H 4.862 -3.709 -7.080 0.121 -0.422 0.473 0.000
H -1.762 -6.914 2.512 -0.106 0.540 -0.350 0.000
H -4.065 1.078 -0.027 0.120 0.063 0.369 0.020
H -0.128 1.747 3.800 0.117 -0.085 -0.294 0.000
H -0.281 5.346 -0.206 0.118 -0.218 0.120 0.000
H -1.176 4.800 -3.691 -0.156 -0.036 -0.311 0.001
H 0.700 4.019 3.763 0.058 0.647 -0.599 0.000
H 0.471 -0.301 6.971 0.092 0.124 0.128 0.000
H -0.461 1.711 1.330 0.190 0.297 -0.661 0.000
H -3.456 1.471 2.961 0.052 -0.030 -0.024 0.002
H -1.021 0.091 1.016 -0.062 -0.134 -0.079 0.000
H -4.138 1.289 -3.003 0.099 -0.148 -0.208 0.003
H 0.035 1.161 -4.473 -0.641 0.046 0.136 0.000
H -2.975 0.301 6.705 -0.012 -0.249 -0.126 0.000
H 4.552 -3.232 -4.469 -0.250 0.110 -0.050 0.000

=====

# 2
118
Properties=species:S:1:pos:R:3:forces:R:3:mulliken_charge:R:1 method="wB97M-V/def2-TZVPD" e_tot_ev=-247503.7449 homo_lumo_gap_ev=7.58 e_above_lowest_kcal_mol=0.0 lumo_energy_ha=0.0083 homo_ev=-7.4
Tl 0.770 -0.309 -0.036 0.214 -0.115 -0.190 1.410
Se 2.615 1.224 1.267 -0.119 -0.209 0.160 -0.070
As 0.984 4.002 -0.782 -0.001 0.140 -0.109 0.657
S 4.636 -2.596 0.115 -0.034 -0.029 -0.030 -0.153
S 1.154 -5.091 -0.441 -0.108 0.057 -0.055 0.107
S 0.826 -1.176 2.978 -0.026 0.131 0.199 0.326
P -2.560 -2.044 -0.045 -0.206 0.739 -0.018 -1.372
F 5.087 -0.170 -3.169 -0.028 -0.090 -0.058 -0.350
F 7.527 0.324 -2.109 0.189 0.034 -0.141 -0.356
F 2.884 0.210 -1.724 -0.188 -0.079 -0.123 -0.324
F 5.532 1.805 1.842 0.003 -0.004 0.124 -0.499
F 7.730 1.371 0.378 0.078 0.006 0.066 -0.336
O 1.512 -2.316 -0.016 0.176 0.080 0.502 -0.494
O -1.340 -1.486 0.611 -0.036 -0.252 -0.145 -0.083
N -2.374 -2.327 -1.653 0.116 -0.298 -0.223 0.800
N -3.781 -0.925 0.105 -0.253 -0.129 0.431 0.070
N -3.144 -3.447 0.589 0.164 -0.264 0.326 0.551
C -5.216 -1.260 0.102 0.306 0.164 0.064 -0.653
C -1.337 5.465 0.353 -0.019 -0.005 0.099 -0.060
C 4.015 6.630 0.446 -0.031 0.040 -0.022 -0.549
C 2.626 -6.714 0.853 0.066 0.068 0.159 -0.784
C 0.551 -3.691 3.127 -0.186 -0.094 0.217 -0.902
C 0.899 4.873 -3.531 -0.096 0.020 -0.050 -0.733
C -3.528 -2.652 -2.524 0.198 0.278 0.015 -0.533
C -2.837 -5.001 2.372 0.011 -0.010 -0.141 -0.232
C -1.475 -2.748 -3.763 -0.123 -0.053 -0.045 -0.861
C -2.293 4.990 2.513 0.054 -0.021 -0.058 -0.571
C 6.430 0.573 -1.400 0.180 -0.039 -0.085 0.986
C 5.466 -1.693 2.348 -0.130 -0.011 0.176 -0.731
C 4.066 0.507 -1.158 -0.015 0.120 0.038 -0.164
C -5.729 -0.682 1.417 0.076 0.123 -0.005 -0.631
C 4.121 0.987 0.136 -0.053 0.090 0.044 0.646
C -0.217 -1.779 4.197 0.008 0.022 0.002 -0.713
C 3.491 -2.485 1.402 -0.152 0.123 -0.207 -0.053
C 2.058 -2.944 1.132 0.031 -0.132 -0.173 2.331
C 6.528 1.095 -0.130 0.056 0.092 0.162 0.114
C -1.261 4.279 -2.673 0.053 0.036 -0.016 -0.054
C 4.075 -1.983 2.523 0.193 -0.047 0.198 -0.432
C -2.891 -3.335 -3.737 0.104 0.084 0.007 -0.825
C -2.837 -4.771 -0.001 -0.081 0.104 0.157 0.060
C 5.191 0.299 -1.925 -0.133 -0.054 -0.236 -0.144
C 0.348 5.068 -4.790 -0.077 -0.061 0.030 -0.633
C 2.858 -5.420 1.414 0.072 -0.211 0.120 -0.297
C 5.388 1.302 0.614 -0.121 0.012 0.042 -0.052
C -1.817 4.477 -3.933 0.049 -0.043 0.028 -0.725
C -3.256 -5.739 1.097 0.032 0.058 0.111 -0.864
C -0.252 -3.135 4.179 0.030 -0.199 -0.149 -0.869
C 3.643 7.872 -0.053 -0.051 -0.067 -0.014 -0.485
C 5.900 -1.981 1.093 0.047 -0.005 -0.055 -0.653
C 0.099 4.489 -2.454 -0.055 -0.068 -0.103 0.080
C -0.503 0.853 -1.368 0.201 -0.370 0.162 -0.629
C -4.924 0.617 1.554 -0.083 -0.120 -0.120 -0.598
C -1.015 4.870 -4.994 0.095 0.034 0.030 -0.476
C -2.252 5.761 1.355 0.044 -0.051 -0.014 -0.693
C -0.454 4.393 0.492 -0.057 0.096 0.058 0.493
C -1.429 3.913 2.655 -0.031 0.039 -0.050 -0.580
C 2.026 5.640 -0.508 0.019 0.075 -0.016 0.194
C -0.517 3.615 1.645 -0.155 0.076 0.007 -0.283
C -3.565 0.317 0.894 -0.085 -0.114 -0.236 -0.082
C 2.457 8.002 -0.769 0.039 -0.070 0.038 -0.680
C 1.183 -2.753 2.375 0.092 0.105 -0.157 -0.128
C 1.655 6.892 -0.998 0.111 0.009 0.069 -0.228
C -3.208 -3.546 2.076 -0.170 -0.127 -0.241 -0.152
C 3.208 5.521 0.220 -0.016 0.005 -0.003 -0.475
C -1.108 -2.746 -2.288 -0.320 -0.046 -0.039 0.505
C 1.717 -6.683 -0.160 -0.013 -0.006 -0.029 -0.627
C 2.115 -4.446 0.822 0.001 0.241 -0.081 -1.105
H -4.221 -3.325 2.424 -0.023 -0.008 -0.056 0.157
H -5.357 -2.336 0.018 0.015 -0.044 -0.004 0.366
H 2.159 8.972 -1.152 0.013 -0.039 0.000 0.395
H 4.277 8.735 0.113 -0.039 -0.027 0.005 0.371
H 4.938 6.523 1.005 -0.053 -0.002 -0.019 0.426
H -1.772 -4.885 -0.213 0.081 0.021 0.002 -0.204
H 6.103 -1.289 3.129 -0.107 -0.042 -0.127 0.435
H -3.261 1.142 0.247 0.036 0.011 -0.035 0.012
H -2.523 -2.842 2.550 0.054 0.015 -0.047 0.167
H -3.458 -3.151 -4.648 0.020 -0.041 -0.003 0.437
H -0.803 -3.749 -1.980 0.010 -0.016 0.058 -0.109
H 1.963 5.024 -3.385 -0.003 0.006 -0.010 0.454
H 0.161 2.781 1.764 0.096 -0.055 0.020 0.248
H -4.806 0.931 2.590 -0.019 0.031 -0.005 0.375
H -1.755 -5.088 2.502 -0.073 0.012 0.021 -0.204
H -0.297 -2.071 -2.044 0.096 0.128 0.073 -0.424
H -4.263 -3.289 -2.027 0.041 -0.007 0.032 0.338
H -3.332 -5.374 3.268 0.051 -0.013 0.000 0.440
H -2.877 4.311 -4.085 0.034 0.018 0.009 0.399
H 6.894 -1.855 0.681 -0.150 -0.038 0.094 0.570
H -1.501 -1.725 -4.150 0.039 -0.053 0.033 0.302
H -1.454 3.310 3.555 0.003 0.011 -0.038 0.458
H 0.655 -4.755 2.945 -0.024 0.127 0.010 0.679
H -1.367 0.232 -1.600 0.045 0.138 -0.067 0.186
H -0.773 -3.331 -4.360 -0.042 0.021 -0.011 0.427
H -5.719 -0.776 -0.742 0.017 -0.015 -0.041 0.428
H -2.835 -4.415 -3.576 -0.022 0.024 -0.014 0.255
H -0.832 -3.733 4.873 0.093 0.058 -0.044 0.434
H 3.554 -5.222 2.225 -0.106 -0.016 -0.151 0.530
H -3.391 -4.927 -0.927 -0.010 0.043 0.006 0.130
H -2.770 0.164 1.620 0.017 -0.053 0.062 0.044
H -1.444 5.019 -5.978 0.009 -0.004 0.032 0.386
H 3.496 4.552 0.617 0.021 0.006 -0.036 0.367
H -1.310 6.077 -0.542 0.020 -0.007 0.048 0.270
H -2.926 6.603 1.239 0.043 -0.055 0.004 0.415
H -5.497 -1.362 2.238 0.001 -0.028 -0.004 0.105
H -2.992 5.234 3.305 0.009 -0.019 -0.044 0.380
H 1.369 -7.503 -0.777 0.078 0.131 0.125 0.476
H 0.742 7.003 -1.570 -0.010 -0.009 -0.019 0.240
H -1.896 3.964 -1.853 -0.013 -0.003 -0.025 0.377
H 0.087 1.110 -2.246 -0.110 0.058 0.037 0.719
H 3.544 -1.829 3.456 0.078 -0.009 -0.148 0.638
H 0.983 5.361 -5.617 -0.016 0.019 0.023 0.395
H -0.700 -1.096 4.886 0.057 -0.133 -0.122 0.496
H -6.805 -0.510 1.405 0.011 -0.018 0.038 0.460
H 3.123 -7.617 1.192 -0.046 0.110 -0.056 0.432
H -2.776 -6.711 0.987 -0.033 -0.002 0.015 0.424
H -4.038 -1.728 -2.817 0.009 -0.020 0.035 0.279
H -5.432 1.419 1.015 0.026 0.003 0.041 0.351
H -4.341 -5.880 1.080 0.027 -0.014 -0.011 0.347
H -0.774 1.740 -0.800 -0.100 -0.010 -0.087 -0.433